53
Properties=species:S:1:pos:R:3:mulliken_spin:R:1 method="wB97M-V/def2-TZVPD" gap_ev="3.47 / 3.34" relative_energy_ev=0.498 e_lumo_ev="-9.7 / -9.9" s2=2.232 charge=+2 mol_weight_g_mol=619.122 spin_multiplicity=3
I 3.590 0.953 2.626 0.87
I 2.106 -1.459 -1.499 -0.16
V 1.113 -0.351 0.684 1.50
P 2.088 -2.108 2.136 -0.04
C 3.779 -2.119 2.838 0.07
C 1.127 -2.525 3.623 0.00
H 1.482 -3.471 4.060 0.00
H 2.385 -4.517 2.082 0.00
H 0.069 -2.644 3.355 0.00
H 1.305 -3.953 0.772 0.00
H 3.812 -1.288 3.577 0.00
H 1.206 -1.708 4.350 0.00
C 2.220 -3.734 1.328 0.01
H 3.971 -3.091 3.320 0.00
H 3.060 -3.715 0.627 0.00
H 4.456 -1.867 2.019 -0.01
P 1.300 1.848 -0.219 -0.01
C 2.775 2.913 0.174 0.03
C 1.486 2.039 -2.065 -0.01
H -1.002 2.373 0.501 0.00
H -0.239 3.863 -0.113 0.00
H 0.228 3.187 1.468 0.00
C -0.060 2.930 0.441 0.00
H 1.048 1.215 -2.648 0.00
H 1.096 2.981 -2.492 0.00
H 2.677 3.874 -0.349 0.00
H 3.663 2.367 -0.126 0.00
H 2.575 1.996 -2.245 0.00
H 2.839 3.069 1.262 0.01
C 0.614 0.503 2.291 0.01
O 0.353 0.980 3.343 0.07
C -3.079 1.588 -4.017 0.00
N -2.944 1.257 -2.601 0.00
C -3.667 2.086 -1.658 0.00
C -1.659 0.793 -2.109 -0.02
C -1.820 -0.371 -1.175 -0.08
C -2.916 -1.233 -1.413 -0.01
C -3.155 -2.327 -0.590 0.01
C -2.254 -2.612 0.453 -0.02
C -1.154 -1.773 0.622 0.05
C -0.933 -0.631 -0.148 -0.24
H -4.144 1.782 -4.247 0.00
H -2.737 0.754 -4.658 0.00
H -2.520 2.496 -4.305 0.00
H -3.828 1.553 -0.694 0.00
H -3.126 3.023 -1.421 0.00
H -4.637 2.340 -2.122 0.00
H -1.039 0.519 -2.969 0.00
H -1.111 1.598 -1.595 -0.01
H -3.561 -0.946 -2.252 0.00
H -4.032 -2.961 -0.756 0.00
H -2.389 -3.448 1.133 0.00
H -0.414 -2.027 1.401 -0.04


90
Properties=species:S:1:pos:R:3:mulliken_spin:R:1 method="wB97M-V/def2-TZVPD" gap_ev="6.03 / 6.77" relative_energy_ev=0.140 e_lumo_ev="-3.4 / -4.5" s2=8.770 charge=+1 mol_weight_g_mol=956.345 spin_multiplicity=6
Os 0.598 1.623 0.410 2.64
O -4.749 -1.440 0.835 0.01
C -3.742 -0.807 0.763 -0.02
C -2.320 -1.364 0.739 0.20
O -2.033 -2.587 0.788 0.15
C -1.449 -0.256 0.657 0.05
C -2.130 0.953 0.603 -0.04
O -1.466 2.043 0.532 0.03
C -3.607 0.731 0.666 0.01
O -4.487 1.536 0.628 0.00
O -0.128 -0.248 0.661 -0.07
N 2.070 8.466 1.722 0.00
C 1.748 7.875 0.550 0.00
O 1.666 8.452 -0.510 0.00
C 1.503 6.380 0.596 0.02
C 0.657 5.845 -0.366 -0.01
C 0.441 4.485 -0.380 0.02
N 1.044 3.657 0.491 -0.03
C 1.869 4.171 1.416 0.05
C 2.117 5.526 1.501 -0.01
H 2.192 9.466 1.720 0.00
H 1.950 8.004 2.605 0.00
H 0.185 6.490 -1.093 0.00
H -0.224 4.020 -1.097 0.00
H 2.337 3.461 2.086 0.00
H 2.808 5.888 2.250 0.00
C 1.489 -6.758 -2.009 0.04
Ge 1.795 -4.856 -1.765 0.56
C 1.301 -3.849 -3.365 0.07
C 3.670 -4.524 -1.333 0.07
Ge -0.264 -3.339 0.013 0.56
C 0.567 -3.736 1.722 -0.01
C 1.622 -4.645 1.835 0.18
C 2.178 -4.941 3.071 0.02
C 1.690 -4.326 4.214 0.02
C 0.649 -3.416 4.117 -0.01
C 0.095 -3.115 2.882 0.05
C -1.207 -4.774 -0.858 0.10
C -1.395 -5.958 -0.137 0.08
C -2.246 -6.938 -0.625 0.00
C -2.911 -6.746 -1.826 0.03
C -2.731 -5.574 -2.545 0.00
C -1.890 -4.585 -2.061 0.12
H 1.939 -7.046 -2.962 0.01
H 0.426 -6.991 -2.041 0.00
H 1.960 -7.339 -1.218 0.00
H 2.171 -3.817 -4.024 0.01
H 1.007 -2.823 -3.145 -0.01
H 0.482 -4.344 -3.885 0.00
H 4.258 -4.889 -2.179 0.02
H 3.985 -5.058 -0.438 0.00
H 3.877 -3.464 -1.201 -0.02
H 2.017 -5.139 0.956 -0.02
H 2.988 -5.655 3.141 0.00
H 2.118 -4.560 5.180 0.00
H 0.265 -2.937 5.009 0.00
H -0.714 -2.403 2.834 0.01
H -0.869 -6.125 0.796 0.00
H -2.388 -7.854 -0.067 0.00
H -3.580 -7.510 -2.199 0.00
H -3.255 -5.426 -3.480 0.00
H -1.757 -3.671 -2.629 0.00
C 1.634 1.884 -2.974 0.06
Si 3.069 1.657 -1.772 0.00
C 3.890 3.314 -1.507 0.00
C 4.325 0.484 -2.498 0.01
C 2.369 0.865 -0.204 -0.11
Si 3.458 0.498 1.304 0.02
C 4.199 -1.196 1.078 0.03
C 2.420 0.462 2.876 0.05
C 4.822 1.763 1.494 0.01
H 1.685 2.838 -3.500 0.01
H 0.651 1.833 -2.489 -0.03
H 1.636 1.095 -3.729 0.00
H 4.160 3.713 -2.488 0.00
H 4.811 3.217 -0.933 0.00
H 3.265 4.064 -1.021 0.00
H 4.820 0.931 -3.363 0.00
H 3.861 -0.448 -2.827 0.00
H 5.100 0.235 -1.771 0.00
H 2.063 -0.137 -0.562 0.09
H 3.416 -1.936 0.900 0.00
H 4.742 -1.508 1.973 0.00
H 4.896 -1.223 0.239 0.00
H 1.557 1.141 2.885 -0.01
H 3.023 0.724 3.749 0.01
H 2.019 -0.540 3.033 0.00
H 5.612 1.589 0.760 0.00
H 5.275 1.679 2.484 0.00
H 4.489 2.794 1.367 0.00


35
Properties=species:S:1:pos:R:3:lowdin_charge:R:1 method="wB97M-V/def2-TZVPD" gap_ev=8.32 relative_energy_ev=0.459 e_lumo_ev=-0.3 smiles="O=C1CN(C(=O)/C=C/c2cccc(Cl)c2)c2ccccc2N1" mol_weight_g_mol=312.756 spin_multiplicity=1
O 3.182 -4.350 1.024 0.09
C 2.554 -3.349 1.274 -0.44
C 2.985 -1.948 0.864 -0.02
N 1.848 -1.082 0.629 0.02
C 1.787 -0.383 -0.555 -0.43
O 2.754 -0.320 -1.290 0.08
C 0.481 0.209 -0.894 -0.01
C 0.403 1.186 -1.804 -0.01
C -0.804 1.838 -2.277 -0.21
C -2.052 1.652 -1.677 -0.03
C -3.170 2.297 -2.168 -0.07
C -3.078 3.139 -3.264 -0.10
C -1.840 3.331 -3.858 -0.67
Cl -1.706 4.385 -5.223 0.68
C -0.711 2.697 -3.375 -0.06
C 0.893 -1.056 1.649 -0.16
C 0.197 0.090 2.017 -0.02
C -0.745 0.037 3.030 -0.08
C -0.989 -1.152 3.697 -0.09
C -0.276 -2.291 3.366 -0.02
C 0.670 -2.249 2.352 -0.17
N 1.401 -3.378 1.997 0.16
H 3.574 -1.995 -0.055 0.14
H 3.623 -1.545 1.663 0.15
H -0.392 -0.219 -0.426 0.11
H 1.332 1.529 -2.243 0.12
H -2.146 1.008 -0.817 0.11
H -4.129 2.145 -1.695 0.11
H -3.949 3.643 -3.650 0.10
H 0.243 2.859 -3.852 0.11
H 0.402 1.020 1.509 0.12
H -1.284 0.931 3.302 0.10
H -1.726 -1.191 4.484 0.10
H -0.450 -3.219 3.890 0.11
H 1.118 -4.272 2.377 0.16


11
Properties=species:S:1:pos:R:3:lowdin_charge:R:1 method="wB97M-V/def2-TZVPD" gap_ev=8.67 relative_energy_ev=4.163 e_lumo_ev=1.1 mol_weight_g_mol=83.094 spin_multiplicity=1
C -1.317 -2.361 -1.172 -0.08
C 0.887 0.271 0.388 -0.19
C 0.917 1.471 0.189 -0.22
N 0.830 2.647 -0.392 0.01
N -2.304 -2.242 -0.603 0.05
N 0.766 -0.945 0.931 0.03
H 1.634 3.104 -0.748 0.07
H -3.298 -2.275 -0.272 0.12
H 0.142 3.369 -0.005 0.12
H 0.316 -1.648 0.223 0.05
H 1.429 -1.392 1.462 0.04


47
Properties=species:S:1:pos:R:3:lowdin_charge:R:1 method="wB97M-V/def2-TZVPD" gap_ev=8.93 relative_energy_ev=1.246 e_lumo_ev=0.2 smiles="CC1CCN(S(=O)(=O)c2cccc(C(=O)Nc3ccccc3)c2)CC1" mol_weight_g_mol=358.463 spin_multiplicity=1
C 1.263 0.618 4.637 -0.07
C 1.061 -0.756 4.005 -0.39
C -0.181 -0.773 3.111 -0.14
C -0.345 -2.142 2.455 -0.20
N 0.849 -2.453 1.704 -0.26
S 0.635 -3.637 0.550 0.68
O -0.267 -4.664 0.998 -0.28
O 1.924 -4.033 0.069 -0.27
C -0.198 -2.691 -0.730 -0.25
C -1.186 -3.296 -1.484 -0.04
C -1.793 -2.579 -2.503 -0.05
C -1.431 -1.263 -2.740 -0.02
C -0.452 -0.650 -1.961 -0.11
C -0.004 0.768 -2.156 -0.41
O 1.124 1.119 -1.884 0.09
N -0.984 1.591 -2.626 0.13
C -0.915 2.953 -2.941 -0.22
C 0.268 3.683 -2.895 -0.01
C 0.258 5.025 -3.232 -0.08
C -0.916 5.651 -3.614 -0.10
C -2.095 4.925 -3.660 -0.09
C -2.097 3.585 -3.326 -0.04
C 0.183 -1.388 -0.966 0.01
C 2.040 -2.525 2.522 -0.19
C 2.278 -1.164 3.170 -0.14
H 0.399 0.894 5.236 0.08
H 2.140 0.616 5.280 0.08
H 1.404 1.373 3.868 0.08
H 0.924 -1.495 4.803 0.14
H -0.073 -0.017 2.331 0.12
H -1.073 -0.541 3.695 0.12
H -1.183 -2.146 1.754 0.12
H -0.535 -2.911 3.218 0.13
H -1.459 -4.315 -1.262 0.12
H -2.549 -3.047 -3.116 0.11
H -1.896 -0.733 -3.559 0.11
H -1.905 1.189 -2.731 0.13
H 1.183 3.199 -2.598 0.10
H 1.180 5.584 -3.196 0.10
H -0.915 6.698 -3.876 0.10
H -3.016 5.403 -3.957 0.10
H -3.018 3.020 -3.363 0.11
H 0.967 -0.937 -0.379 0.13
H 2.860 -2.807 1.861 0.12
H 1.933 -3.297 3.299 0.14
H 2.446 -0.420 2.389 0.13
H 3.169 -1.213 3.797 0.12


72
Properties=species:S:1:pos:R:3:mulliken_spin:R:1 method="wB97M-V/def2-TZVPD" gap_ev="7.79 / 7.83" relative_energy_ev=0.000 e_lumo_ev="-0.4 / -0.4" s2=9.337 mol_weight_g_mol=919.856 spin_multiplicity=6
Dy -1.218 -2.745 -1.073 4.95
N -1.314 -2.471 -3.279 0.01
C -2.743 -2.106 -3.517 0.00
C -3.625 -2.011 -2.213 0.01
O -4.497 -1.176 -1.978 0.01
N -3.365 -3.027 -1.413 -0.01
C -4.110 -3.124 -0.119 0.00
C -3.215 -2.844 1.098 0.00
O -3.502 -3.300 2.199 0.00
O -2.163 -2.057 0.819 0.01
H -1.131 -3.455 -3.581 0.00
H -0.700 -1.803 -3.820 0.00
H -2.870 -1.110 -4.025 0.00
H -3.278 -2.887 -4.050 0.00
H -4.974 -2.442 -0.138 0.00
H -4.648 -4.042 0.027 0.00
C 0.435 1.137 1.394 0.00
C 1.475 0.016 1.482 0.00
As 2.219 -0.646 -0.331 0.02
C 2.677 0.845 -1.510 0.00
C 3.998 1.077 -1.947 0.00
C 4.245 2.037 -2.949 0.00
C 3.209 2.740 -3.476 0.00
C 1.878 2.480 -3.087 0.00
C 1.613 1.542 -2.107 0.00
C 4.074 -0.989 0.176 0.00
C 4.834 0.031 0.747 0.00
C 6.102 -0.232 1.260 0.00
C 6.677 -1.410 0.936 0.00
C 5.921 -2.458 0.360 0.00
C 4.600 -2.270 0.049 0.00
As -1.430 0.676 0.797 0.01
C -2.181 0.682 2.647 0.00
C -2.438 -0.557 3.304 0.00
C -2.793 -0.603 4.657 0.00
C -2.711 0.546 5.428 0.00
C -2.639 1.756 4.769 0.00
C -2.478 1.845 3.378 0.00
C -1.768 2.488 0.019 0.00
C -1.402 3.673 0.606 0.00
C -1.759 4.924 0.067 0.00
C -2.305 5.010 -1.209 0.00
C -2.501 3.800 -1.890 0.00
C -2.350 2.599 -1.269 0.00
H 0.785 1.913 0.668 0.00
H 0.337 1.656 2.389 0.00
H 1.027 -0.857 2.013 0.00
H 2.329 0.381 2.020 0.00
H 4.841 0.500 -1.589 0.00
H 5.278 2.198 -3.294 0.00
H 3.341 3.549 -4.191 0.00
H 1.100 3.059 -3.551 0.00
H 0.553 1.404 -1.837 0.00
H 4.407 1.046 0.921 0.00
H 6.652 0.476 1.857 0.00
H 7.715 -1.616 1.117 0.00
H 6.421 -3.403 0.297 0.00
H 4.021 -3.143 -0.232 0.00
H -2.383 -1.460 2.738 0.00
H -2.987 -1.545 5.139 0.00
H -2.665 0.531 6.483 0.00
H -2.693 2.703 5.304 0.00
H -2.606 2.804 2.876 0.00
H -0.797 3.643 1.531 0.00
H -1.551 5.800 0.669 0.00
H -2.718 5.946 -1.551 0.00
H -2.751 3.875 -2.925 0.00
H -2.655 1.651 -1.774 0.00
I 1.037 -4.932 -0.500 0.00
C -1.106 -5.118 -0.751 0.00
H -1.499 -5.192 0.255 0.00
H -1.282 -6.009 -1.319 0.00


14
Properties=species:S:1:pos:R:3:mulliken_spin:R:1 method="wB97M-V/def2-TZVPD" gap_ev="5.22 / 8.17" relative_energy_ev=2.886 e_lumo_ev="3.6 / 2.7" s2=2.009 charge=-1 mol_weight_g_mol=239.939 spin_multiplicity=3
O -0.161 -1.151 -0.637 0.01
C -0.460 -0.098 0.252 -0.09
C 1.183 -1.541 -0.439 0.00
O -1.534 0.937 -0.340 0.42
O 0.759 0.596 0.386 0.03
C 1.815 -0.339 0.296 0.01
H 1.639 -1.729 -1.420 0.00
H 1.234 -2.460 0.165 0.00
H 2.639 0.119 -0.266 0.00
H 2.170 -0.614 1.301 0.00
O -0.951 -0.514 1.401 0.05
O -2.755 3.612 -1.290 0.00
C -2.875 2.621 -0.695 0.04
Ag -2.702 0.562 1.285 1.54


49
Properties=species:S:1:pos:R:3:lowdin_charge:R:1 method="wB97M-V/def2-TZVPD" gap_ev=12.88 e_lumo_ev=-4.7 charge=+2 smiles=C[N+]1(CCCCC[N+]2(C)CCCC2)CCCC1 mol_weight_g_mol=240.435 spin_multiplicity=1
C -3.991 -1.085 -1.118 0.03
N -3.783 -0.207 0.048 -0.30
C -2.462 -0.465 0.677 -0.13
C -1.242 -0.244 -0.221 -0.17
C 0.044 -0.453 0.589 -0.19
C 1.298 -0.287 -0.278 -0.17
C 2.548 -0.555 0.566 -0.13
N 3.853 -0.311 -0.107 -0.28
C 4.010 -1.200 -1.273 0.02
C 4.984 -0.559 0.865 -0.08
C 5.763 0.749 0.985 -0.13
C 5.472 1.446 -0.339 -0.13
C 4.000 1.117 -0.538 -0.11
C -3.977 1.218 -0.338 -0.10
C -5.492 1.417 -0.424 -0.12
C -6.087 0.338 0.499 -0.12
C -4.878 -0.430 1.037 -0.10
H -3.313 -0.816 -1.924 0.11
H -5.010 -0.987 -1.480 0.12
H -3.820 -2.123 -0.837 0.13
H -2.463 -1.498 1.033 0.15
H -2.377 0.190 1.548 0.14
H -1.246 -0.948 -1.053 0.12
H -1.245 0.769 -0.625 0.12
H 0.074 0.263 1.412 0.13
H 0.036 -1.456 1.020 0.13
H 1.319 0.725 -0.683 0.12
H 1.239 -0.990 -1.109 0.12
H 2.516 0.081 1.453 0.15
H 2.535 -1.598 0.893 0.15
H 3.941 -2.241 -0.963 0.13
H 4.981 -1.034 -1.734 0.12
H 3.241 -0.999 -2.015 0.11
H 5.620 -1.349 0.468 0.14
H 4.591 -0.891 1.825 0.14
H 5.395 1.350 1.817 0.13
H 6.824 0.571 1.142 0.13
H 6.085 1.038 -1.142 0.12
H 5.643 2.518 -0.295 0.13
H 3.398 1.744 0.122 0.14
H 3.663 1.245 -1.564 0.14
H -3.472 1.438 -1.276 0.14
H -3.556 1.843 0.451 0.15
H -5.763 2.419 -0.102 0.13
H -5.848 1.300 -1.446 0.12
H -6.767 -0.315 -0.044 0.12
H -6.651 0.775 1.319 0.13
H -4.563 -0.018 1.996 0.14
H -5.068 -1.495 1.161 0.15


15
Properties=species:S:1:pos:R:3:mulliken_spin:R:1 method="wB97M-V/def2-TZVPD" gap_ev="9.25 / 5.96" e_lumo_ev="-4.8 / -6.9" s2=6.054 charge=+1 mol_weight_g_mol=313.858 spin_multiplicity=5
O 0.227 1.759 2.547 0.27
C 0.562 1.536 1.406 -0.05
O 1.429 2.305 0.876 0.78
C 0.009 0.403 0.536 -0.01
N -1.485 0.405 0.533 0.02
C -2.072 1.039 -0.342 -0.04
S -2.780 1.546 -1.641 0.02
N 0.440 -0.903 1.019 0.00
P 1.343 -1.936 0.022 0.00
O 0.237 -2.057 -1.357 0.02
Br 2.806 -0.534 -0.841 0.00
H 0.359 0.564 -0.490 -0.01
H -0.337 -1.420 1.424 0.00
H 0.726 -1.914 -2.185 0.00
Fe -1.465 -0.793 -1.506 2.99


15
Properties=species:S:1:pos:R:3:lowdin_charge:R:1 method="wB97M-V/def2-TZVPD" gap_ev=6.04 relative_energy_ev=0.340 e_lumo_ev=6.7 charge=-2 smiles="C=CN=P([O-])([O-])OC=C" mol_weight_g_mol=147.070 spin_multiplicity=1
C -1.471 -2.765 0.060 -0.15
C -0.480 -1.875 -0.137 -0.48
N 0.056 -0.921 0.654 -0.14
P 1.489 -0.296 0.106 0.22
O 2.226 -1.019 -0.946 -0.40
O 2.352 0.163 1.240 -0.43
O 0.831 1.280 -0.631 -0.23
C 0.141 1.995 0.236 -0.38
C -0.352 3.178 -0.178 -0.07
H -1.749 -3.535 -0.560 -0.06
H -2.161 -2.500 0.897 0.00
H 0.027 -2.237 -1.018 0.06
H 0.218 1.448 1.121 0.05
H -1.026 3.640 0.448 -0.04
H -0.101 3.446 -1.292 0.07


17
Properties=species:S:1:pos:R:3:lowdin_charge:R:1 method="wB97M-V/def2-TZVPD" gap_ev=9.57 relative_energy_ev=1.204 e_lumo_ev=1.0 smiles="C[C@H]1C[C@H]1/C=C/O" mol_weight_g_mol=98.145 spin_multiplicity=1
C -1.415 0.324 1.098 -0.09
C -0.485 -0.849 0.845 -0.31
C -0.707 -1.628 -0.419 -0.10
C 0.619 -0.952 -0.191 -0.27
C 1.135 0.228 -0.932 -0.07
C 1.214 1.409 -0.324 -0.21
O 1.614 2.587 -0.864 0.01
H -1.697 0.857 0.184 0.08
H -2.330 -0.109 1.512 0.08
H -1.051 1.068 1.818 0.07
H -0.297 -1.431 1.745 0.13
H -1.403 -1.192 -1.132 0.11
H -0.738 -2.712 -0.370 0.10
H 1.388 -1.677 0.074 0.13
H 1.526 0.101 -1.944 0.11
H 0.937 1.520 0.720 0.12
H 1.690 2.457 -1.819 0.10


58
Properties=species:S:1:pos:R:3:mulliken_spin:R:1 method="wB97M-V/def2-TZVPD" gap_ev="6.83 / 6.82" relative_energy_ev=1.530 e_lumo_ev="2.6 / 2.6" s2=0.758 charge=-1 mol_weight_g_mol=642.752 spin_multiplicity=2
Ru -0.542 0.674 -0.815 0.86
S 0.948 1.320 -2.501 0.02
S 0.223 3.117 -3.173 0.01
S -1.684 2.534 -3.677 0.01
S -2.266 1.918 -1.759 0.04
O -0.006 -3.274 -0.129 0.00
C 0.298 -2.096 -0.173 0.00
O 0.026 -1.303 -1.164 0.01
C 1.098 -1.452 0.977 0.00
P 1.320 0.322 0.560 0.00
C 2.994 0.297 -0.183 0.01
C 3.241 -0.591 -1.233 0.00
C 4.496 -0.660 -1.808 0.00
C 5.520 0.165 -1.356 0.00
C 5.278 1.055 -0.324 0.00
C 4.019 1.119 0.265 0.00
C 1.573 1.232 2.101 -0.01
C 1.865 0.586 3.296 0.00
C 2.079 1.322 4.456 0.00
C 2.006 2.703 4.418 0.00
C 1.722 3.355 3.223 0.00
C 1.502 2.627 2.069 0.00
H 2.043 -1.990 1.067 0.00
H 0.550 -1.568 1.913 0.00
H 2.437 -1.204 -1.621 0.00
H 4.672 -1.346 -2.627 0.00
H 6.500 0.118 -1.815 0.00
H 6.067 1.706 0.031 0.00
H 3.846 1.815 1.075 0.00
H 1.934 -0.494 3.331 0.00
H 2.298 0.812 5.386 0.00
H 2.160 3.278 5.323 0.00
H 1.640 4.433 3.198 0.00
H 1.232 3.128 1.149 0.00
N -2.063 -0.494 0.278 -0.01
C -3.202 0.214 0.887 0.00
C -2.736 0.965 2.121 0.00
C -1.879 2.194 1.792 -0.01
O -2.135 3.253 2.359 0.00
O -0.908 2.016 0.977 0.07
H -2.366 -1.090 -0.498 0.00
H -1.645 -1.085 0.989 0.00
H -3.995 -0.496 1.146 0.00
H -3.597 0.909 0.147 0.00
H -2.133 0.285 2.736 0.00
H -3.579 1.296 2.727 0.00
C -1.697 -3.451 -3.041 0.00
C -2.966 -2.692 -2.873 0.00
N -3.080 -1.503 -2.331 0.00
C -4.420 -1.183 -2.394 0.00
C -5.118 -2.188 -2.982 0.00
N -4.178 -3.151 -3.287 0.00
H -0.875 -2.794 -2.770 0.00
H -1.573 -3.785 -4.073 0.00
H -1.660 -4.319 -2.380 0.00
H -4.775 -0.230 -2.038 0.00
H -6.160 -2.305 -3.223 0.00
H -4.350 -4.025 -3.749 0.00